A molecular structure, Ca2HgI at a distorted geometry. Source: the OMol25 dataset; level of theory: ωB97M-V/def2-TZVPD.

XYZ file:
```
4
Properties=species:S:1:pos:R:3
Hg -1.2892 -7.3052 7.7137
Ca -2.7561 -3.6093 4.2358
Ca 1.9431 -6.3100 5.9235
I -0.9064 -5.4499 5.5778
```

- Total charge: +5
- Strongest force on any atom: 0.06372 hartree/bohr
- Orbital gap: 0.2729 Eh
- ΔE to the lowest compared entry with this formula, charge and spin: 92.4 kcal/mol

---

11 unconnected molecules or ions with the total composition H21O11 at a distorted geometry. Source: the OMol25 dataset; level of theory: ωB97M-V/def2-TZVPD.

XYZ file:
```
32
Properties=species:S:1:pos:R:3
O 0.6367 -1.8461 4.2775
H 0.6328 -1.0394 3.7453
H 0.6190 -2.7081 3.8866
O 3.1417 1.4018 1.5009
H 2.9728 0.8956 0.6981
H 3.4580 0.9028 2.2733
O -0.2082 4.2245 0.4932
H -0.5222 -3.1735 -0.8001
H 1.4979 0.3665 -4.8249
O 0.8883 -0.7609 1.8123
H 1.6196 -0.1394 1.6375
H -0.8689 1.2328 0.8402
O -4.0320 0.3444 0.1699
H -2.6435 -1.0322 -2.6193
H 0.3114 -0.4883 1.0220
O 0.5914 0.6259 -5.0810
H 0.4711 0.9070 -4.1520
H 0.2208 -0.8299 -0.9620
O 0.1680 -0.0305 -0.3972
H 0.4687 3.5372 0.5463
O -0.5423 -4.1322 -0.6943
H -0.7725 3.9059 1.2113
H -1.3703 -4.2145 -0.2068
O 2.7946 -0.0035 -0.7217
H 1.8889 0.1968 -0.3265
H 2.4825 -0.6578 -1.3712
O -1.9276 -1.3957 -2.0738
H -3.1219 0.0631 0.0233
H -1.7383 -0.6305 -1.5132
O -1.6969 1.6921 0.5848
H -4.0517 0.4895 1.1181
H -1.3677 2.2966 -0.0964
```

- Strongest force on any atom: 0.04719 hartree/bohr
- Orbital gap (spin up / spin down): 0.3855 / 0.2141 Eh
- ΔE to the lowest compared entry with this formula, charge and spin: 24.4 kcal/mol
- Spin multiplicity: 2

---

A gas-phase ion, C6H7ClNOS (charge +1) at a distorted geometry. Source: the OMol25 dataset; level of theory: ωB97M-V/def2-TZVPD.

XYZ file:
```
17
Properties=species:S:1:pos:R:3
C 0.8769 0.8908 2.0587
C 2.1070 0.3448 1.7359
C -0.1771 0.9878 1.1787
C 2.1628 -0.3342 0.5157
C 0.1015 0.3577 -0.1648
C -1.8360 -1.4625 -1.5327
N 1.1992 -0.2937 -0.4007
O -2.2352 1.2751 -1.2057
S -1.2328 0.3171 -1.4811
Cl -0.2865 0.7406 -3.1445
H 0.6028 1.5065 2.8829
H 2.9036 0.2587 2.4081
H -1.0921 1.5173 1.3860
H 2.9818 -0.8684 0.1742
H -2.9444 -1.3986 -1.2503
H -1.2527 -1.8070 -0.6887
H -1.8790 -2.0321 -2.4715
```

- Total charge: +1
- Strongest force on any atom: 0.09385 hartree/bohr
- Orbital gap: 0.3540 Eh
- ΔE to the lowest compared entry with this formula, charge and spin: 10.7 kcal/mol

---

A single C4H9N3O molecule at a distorted geometry. Source: the OMol25 dataset; level of theory: ωB97M-V/def2-TZVPD.

XYZ file:
```
17
Properties=species:S:1:pos:R:3
C 0.1214 -2.2548 -0.2691
C 0.8939 -1.1174 0.3640
C 0.8191 1.2223 0.9752
N 0.1670 -0.0194 0.8072
O 2.0868 -1.1897 0.5796
H -0.2502 -1.9502 -1.2490
H 0.7977 -3.0971 -0.3868
H -0.7196 -2.5663 0.3534
H 0.5862 1.6692 1.9429
H 1.8857 1.1428 0.7807
N -1.2827 0.2294 0.0073
C -0.7235 2.1486 -1.2449
N -1.0366 0.9456 -1.4129
H -1.7956 0.7668 0.7143
H -1.6919 -0.6753 -0.1743
H 0.3813 1.9590 0.1886
H -0.2390 2.7865 -1.9763
```

- Strongest force on any atom: 0.06801 hartree/bohr
- Orbital gap: 0.2753 Eh
- ΔE to the lowest compared entry with this formula, charge and spin: 149.1 kcal/mol

---

A single C3H5NS molecule at a distorted geometry. Source: the OMol25 dataset; level of theory: ωB97M-V/def2-TZVPD.

XYZ file:
```
10
Properties=species:S:1:pos:R:3
C -0.0273 0.9129 -0.0299
C -0.7677 -0.0643 0.8121
C 0.8563 -0.1449 -0.6312
H -0.3560 0.0382 1.8432
H -1.8548 -0.1354 0.7764
H -0.5926 -1.5733 -0.5004
H 0.9570 -0.2908 -1.7558
H 1.9472 -0.0910 -0.1636
N 0.0860 -1.1666 0.0794
S -0.2480 2.5151 -0.4301
```

- Structure (SMILES): S=C1CNC1
- Strongest force on any atom: 0.07949 hartree/bohr
- Orbital gap: 0.3097 Eh
- ΔE to the lowest compared entry with this formula, charge and spin: 41.2 kcal/mol

---

A gas-phase ion, C3H5NOP (charge -1) at a distorted geometry. Source: the OMol25 dataset; level of theory: ωB97M-V/def2-TZVPD.

XYZ file:
```
11
Properties=species:S:1:pos:R:3
C -0.9918 0.9229 0.0870
C 0.4494 0.9697 0.2807
C -0.0160 -1.3261 0.0285
N 0.9177 -0.4069 0.0899
O 2.2175 -0.4567 -0.0302
P -1.6495 -0.6584 -0.0177
H -1.7440 1.6588 0.2729
H 0.9562 1.4685 -0.5633
H 0.6826 1.4687 1.2039
H -1.2320 -1.3654 -1.3307
H 0.4099 -2.2750 -0.0210
```

- Structure (SMILES): [O-]N1C=[PH]=CC1
- Total charge: -1
- Strongest force on any atom: 0.06600 hartree/bohr
- Orbital gap (spin up / spin down): 0.2374 / 0.2375 Eh
- ΔE to the lowest compared entry with this formula, charge and spin: 15.1 kcal/mol

---

Number 1: E -49082.1243 eV. Number 2: E -22858.8438 eV. Number 3: E -33221.0602 eV. Number 4: E -10805.9960 eV. Number 5: E -15515.0859 eV. Number 6: E -16014.5211 eV.